C28H35N5P2ReS as an isolated structure in a non-equilibrium geometry. Source: the Open Molecules 2025 dataset; level of theory: the ωB97M-V functional and the def2-TZVPD basis.

XYZ file:
```
72
C28H35N5P2ReS | the Open Molecules 2025 dataset | the ωB97M-V functional and the def2-TZVPD basis
Re -2.7196 -4.8346 -1.8762
C -0.6966 -5.4751 -1.5138
C -1.1840 -4.5876 -0.4837
C -0.6574 -3.1648 -0.3278
C -1.5336 -2.1418 -1.0673
C -2.4061 -2.7778 -2.1282
C -1.8319 -3.5527 -3.2159
C -0.3284 -3.7457 -3.3659
C 0.1833 -5.0147 -2.6603
C -4.6550 -4.3716 -2.5697
H -0.5525 -6.5264 -1.2302
H -1.4875 -5.0535 0.4639
H 0.3920 -3.0865 -0.6548
H -0.6817 -2.9268 0.7483
H -2.2076 -1.6683 -0.3390
H -0.9242 -1.3271 -1.4888
H -3.3307 -2.2303 -2.3349
H -2.3776 -3.5565 -4.1667
H 0.2236 -2.8583 -3.0290
H -0.1173 -3.8575 -4.4400
H 0.2102 -5.8318 -3.3997
H 1.2293 -4.8920 -2.3372
H -5.2851 -5.2067 -2.9215
H -4.6258 -3.5609 -3.3131
H -5.1040 -3.9815 -1.6365
P -0.0007 3.2572 0.3336
P 1.1436 1.3599 2.4347
N 0.2947 3.5388 -1.3641
N -0.7888 4.8281 0.5696
N 2.4995 0.4628 1.7760
N 1.5098 0.9654 4.1044
C 1.6932 3.6811 0.9771
C 1.9000 3.0605 2.3707
C 0.1399 2.5274 -2.3256
C 0.6974 2.9636 -3.5162
C 1.2177 4.2855 -3.2906
C 0.9619 4.6116 -1.9655
C -2.1504 4.9153 0.8985
C -2.4470 6.2290 1.2303
C -1.2369 6.9890 1.0947
C -0.2472 6.1108 0.6708
C 2.3208 -0.6846 0.9882
C 3.5495 -1.0629 0.4686
C 4.5239 -0.1252 0.9442
C 3.8577 0.7854 1.7522
C 2.7400 0.9398 4.7743
C 2.5013 0.8933 6.1422
C 1.0733 0.9020 6.3293
C 0.4911 0.9463 5.0738
H 1.8518 4.7669 1.0204
H 2.4215 3.2706 0.2602
H 2.9657 3.0615 2.6392
H 1.3689 3.6483 3.1377
H -0.3529 1.6073 -2.0473
H 0.7296 2.4142 -4.4448
H 1.7130 4.9180 -4.0110
H 1.2013 5.5022 -1.4040
H -2.7628 4.0244 0.8662
H -3.4116 6.6074 1.5408
H -1.1028 8.0425 1.2973
H 0.7932 6.3009 0.4381
H 1.3317 -1.1114 0.8876
H 3.7371 -1.9099 -0.1779
H 5.5807 -0.1090 0.7196
H 4.2458 1.6253 2.3131
H 3.6695 0.9543 4.2274
H 3.2538 0.8556 6.9145
H 0.5523 0.8742 7.2744
H -0.5397 0.9724 4.7549
S -3.4847 -7.0073 -1.3138
C -4.4111 -7.5348 -2.6096
N -5.1263 -7.9232 -3.4661
```

Summary:
- Relative energy (zero: lowest compared OMol25 entry of this formula, charge and spin): 0.0 kJ/mol
- Net charge: +2
- Spin multiplicity: 4
- E_HOMO (alpha / beta): -0.4458 / -0.4458 hartree
- F_max: 3.08 eV/Å
- Kohn-Sham gap (alpha / beta): 4.1586 / 3.0278 eV
- Calculated total energy: -2520.07659 Ha